# 1
The following is a quantum chemistry calculation of a structure of composition C16H16AsF6FeNO10S3Si, from OMol25.

```
55
Properties=species:S:1:pos:R:3:nbo_charge:R:1
Fe 2.4493 -0.1375 -0.2233 1.52
O -1.2211 2.0740 0.1911 -1.04
As -0.2742 1.8428 -1.2852 2.45
O -1.0646 2.0750 -2.6819 -1.10
O 0.1552 0.1269 -1.2263 -1.24
C 0.9858 3.1795 -0.8501 -0.57
C 0.4577 4.3821 -0.3853 -0.17
C 1.2096 5.5609 -0.4758 -0.23
C 2.4888 5.5245 -1.0259 -0.18
C 3.0779 4.3030 -1.3698 -0.32
C 2.2704 3.2024 -1.3126 0.26
S 4.2273 -0.1781 -2.1325 1.67
O 3.6526 0.5498 -3.2931 -1.00
O 4.0580 0.7785 -0.7818 -1.12
O 3.0933 -1.2456 -1.7884 -1.13
H -0.8009 1.6049 0.9202 0.52
H -0.5314 4.4247 0.0310 0.24
H 0.7419 6.4459 -0.0531 0.22
H 3.0684 6.4317 -1.0601 0.21
H 4.0861 4.3051 -1.7403 0.24
C 0.5127 -2.7404 -2.0801 -1.16
Si -0.5856 -1.2332 -2.0479 1.95
C -0.8420 -0.7435 -3.8024 -1.17
C -2.1736 -1.6239 -1.1874 -0.52
C -2.8081 -0.4566 -0.7479 -0.18
C -4.0385 -0.4548 -0.1522 -0.20
C -4.6718 -1.6725 0.1074 -0.20
C -4.1364 -2.8453 -0.3835 -0.23
C -2.8717 -2.8354 -0.9832 -0.17
H -0.0593 -3.6298 -2.3317 0.23
H 1.1088 -2.9735 -1.1677 0.26
H 1.2744 -2.4909 -2.7816 0.27
H -1.1973 -1.6832 -4.2781 0.23
H 0.1524 -0.4743 -4.1667 0.26
H -1.4827 0.1277 -3.9996 0.28
H -2.2990 0.4599 -0.9481 0.21
H -4.4390 0.5009 0.2026 0.21
H -5.6478 -1.6515 0.5608 0.20
H -4.6501 -3.7965 -0.2705 0.21
H -2.4650 -3.7803 -1.3172 0.20
F 2.1414 -0.2251 5.1394 -0.30
C 2.5627 -0.0239 3.8993 0.75
F 3.1426 1.1754 3.8540 -0.31
F 3.5066 -0.8765 3.5858 -0.30
S 1.1895 -0.3024 2.6290 2.24
O 1.7731 -1.0864 1.5102 -1.02
O 0.8088 1.0319 2.1891 -0.96
N 0.0481 -0.9591 3.4011 -1.24
S -0.1542 -2.2201 4.3663 2.28
O -0.9341 -1.7644 5.4502 -0.90
O 1.0108 -3.0238 4.5325 -0.92
C -1.2649 -3.1145 3.1716 0.72
F -2.3617 -2.3643 2.9963 -0.31
F -0.6159 -3.1724 1.9566 -0.32
F -1.6633 -4.3278 3.6367 -0.31
```

Computed properties:
HOMO (alpha / beta) in eV: -5.912 / -5.925
Total charge: -1
E in Ha: -7009.2602
Spin multiplicity: 6
Expectation value of S²: 8.771
HOMO-LUMO gap (alpha / beta) in eV: 8.5 / 7.7



# 2
The following is a quantum chemistry calculation of a structure of composition C16H16BCaN8, from OMol25.

```
42
Properties=species:S:1:pos:R:3:nbo_charge:R:1
Ca 0.5469 -0.5058 -0.5241 1.80
C 0.6490 -0.4340 4.0377 -0.35
C 0.1198 -1.0064 2.8885 -0.02
N 0.6669 -0.4845 1.7890 -0.48
N 1.5786 0.4368 2.2246 -0.33
C 1.5802 0.4700 3.5615 0.03
B 2.4638 1.2947 1.2726 0.53
N 3.3663 0.3979 0.3756 -0.34
C 4.7051 0.3967 0.3725 0.03
C 5.1573 -0.5257 -0.5497 -0.35
C 3.9924 -1.0619 -1.0833 -0.01
N 2.9060 -0.5164 -0.5369 -0.48
N 1.5765 2.2451 0.4142 -0.33
C 1.5768 3.5819 0.4462 0.03
C 0.6452 4.0566 -0.4583 -0.35
C 0.1168 2.9065 -1.0294 -0.02
N 0.6650 1.8078 -0.5066 -0.48
H 0.4067 -0.6480 5.0631 0.25
H -0.6352 -1.7730 2.8010 0.22
H 2.2457 1.1445 4.0749 0.23
H 3.1791 1.9743 1.9502 -0.02
H 5.2416 1.0582 1.0325 0.23
H 6.1754 -0.7689 -0.7944 0.25
H 3.8912 -1.8224 -1.8426 0.21
H 2.2421 4.0965 1.1201 0.23
H 0.4023 5.0817 -0.6734 0.25
H -0.6376 2.8176 -1.7964 0.22
N -3.9801 -0.1774 -0.2229 -0.51
C -2.6784 0.0688 0.0041 0.25
N -1.8725 -0.6857 -0.7086 -0.66
C -2.7296 -1.4994 -1.4702 0.14
C -2.4373 -2.4929 -2.4051 -0.23
C -3.4977 -3.1361 -3.0061 -0.20
C -4.8295 -2.8078 -2.6928 -0.19
C -5.1330 -1.8287 -1.7714 -0.22
C -4.0508 -1.1890 -1.1741 0.08
H -4.7429 0.2987 0.2279 0.44
H -2.3545 0.8204 0.7097 0.22
H -1.4229 -2.7677 -2.6676 0.21
H -3.3049 -3.9108 -3.7355 0.23
H -5.6335 -3.3362 -3.1865 0.23
H -6.1562 -1.5758 -1.5300 0.23
```

Computed properties:
HOMO in eV: -11.922
Total charge: +1
E in Ha: -1759.8403
HOMO-LUMO gap in eV: 9.1



# 3
The following is a quantum chemistry calculation of a structure of composition C16H16Cl2N2O2, from OMol25.

```
38
Properties=species:S:1:pos:R:3:nbo_charge:R:1
O 2.9271 0.4003 1.9693 -0.54
C 1.8394 0.4515 1.3864 0.69
C 0.9537 1.4792 0.8283 -0.31
C -0.1153 0.9920 0.4509 0.20
N -1.0013 1.6490 -0.0834 -0.40
C -2.2120 0.8193 -0.5868 -0.25
H -3.1021 1.4849 -0.5451 0.20
C -1.7601 0.2928 -2.1758 -0.35
H -2.4997 -0.4516 -2.5117 0.21
H -0.8520 -0.1338 -1.9785 0.21
C -1.8132 1.3145 -3.1373 -0.40
C -0.7781 2.4825 -2.6925 -0.40
C -1.3149 3.6026 -1.5699 -0.31
H -2.6566 3.5338 -1.8082 0.14
H -1.0122 4.4973 -1.6829 0.16
C -1.3254 2.9601 0.0294 -0.25
H -2.0772 3.4353 0.6055 0.22
H -0.3907 3.4255 0.4056 0.22
H -0.6664 3.2823 -3.6143 0.21
H 0.0477 2.2202 -2.1388 0.20
H -2.6004 1.8120 -3.3902 0.20
H -1.3681 0.9257 -3.8736 0.20
H -2.6534 -0.1157 -0.0888 0.25
C -0.2029 -0.6324 0.8404 0.67
O -0.9227 -1.5035 0.1655 -0.58
N 1.0786 -0.8040 1.2157 -0.49
C 1.6840 -2.0419 1.7131 0.16
C 0.5527 -3.1186 2.0886 -0.08
C 1.0846 -4.3535 2.6982 -0.25
C 2.3926 -4.6137 2.4310 -0.02
C 3.2654 -3.8302 1.7232 -0.23
C 2.9891 -2.5410 1.3660 -0.20
H 3.5275 -1.8062 1.0020 0.23
H 4.4612 -4.0074 1.7219 0.25
Cl 3.0170 -6.2377 2.8731 -0.04
H 0.2214 -5.0988 2.9177 0.25
H -0.2816 -2.7782 2.1974 0.16
Cl 1.5645 3.0074 1.2486 0.06
```

Computed properties:
HOMO in eV: -8.452
Total charge: 0
E in Ha: -1799.2635
HOMO-LUMO gap in eV: 7.5



# 4
The following is a quantum chemistry calculation of a structure of composition C16H16Cl2N4OS, from OMol25.

```
40
Properties=species:S:1:pos:R:3:nbo_charge:R:1
Cl 7.1233 2.5690 0.0042 0.06
C 6.1106 1.2653 -0.2960 -0.09
C 6.2425 0.2255 0.4569 -0.21
C 5.2453 -0.9443 0.2938 -0.13
C 4.1714 -0.9982 -0.7574 0.28
C 4.0009 0.2452 -1.3311 -0.28
C 4.8604 1.2467 -1.0743 -0.17
H 4.8408 2.2793 -1.9730 0.21
H 3.2075 0.4118 -2.2049 0.25
O 3.2747 -1.8629 -0.8615 -0.49
C 2.3448 -2.0384 0.2347 -0.19
C 1.4088 -1.0443 0.5929 0.12
N 0.2756 -1.2942 0.3712 -0.17
N -0.2651 0.0768 1.0439 -0.26
C -1.5265 0.5594 0.9816 0.34
N -1.4488 1.6687 1.8819 -0.29
N -0.0557 1.7319 2.1520 -0.31
C 0.5276 0.8142 1.7311 0.20
S 2.2776 0.3520 1.5288 0.27
C -2.7830 0.0524 0.6399 -0.26
C -2.7169 0.0681 -1.1008 -0.36
C -4.0597 -0.3984 -1.4781 -0.37
C -5.1725 0.3782 -1.0760 -0.45
C -5.3134 0.2404 0.5632 -0.39
C -3.9872 0.9286 0.7814 -0.30
H -3.7932 1.8356 0.7589 0.20
H -4.0272 0.5027 2.1084 0.16
H -6.0817 0.9105 0.7105 0.22
H -5.4553 -0.8876 0.8066 0.23
H -6.0365 -0.1962 -1.5051 0.21
H -5.0857 1.4202 -1.4901 0.22
H -3.9084 -0.4489 -2.8476 0.16
H -4.0031 -1.5099 -1.3504 0.22
H -2.5698 0.9881 -1.3334 0.18
H -1.8330 -0.5558 -1.3531 0.21
H -2.7761 -0.8469 0.8550 0.20
H 3.0176 -2.6179 0.8853 0.26
H 1.7858 -3.0152 0.0624 0.23
Cl 5.4207 -2.2921 1.2851 0.05
H 6.7630 0.1804 1.3027 0.22
```

Computed properties:
HOMO in eV: -8.040
Total charge: 0
E in Ha: -2231.5863
HOMO-LUMO gap in eV: 8.1



# 5
The following is a quantum chemistry calculation of a structure of composition C16H16Cl3F5O2Ti, from OMol25.

```
43
Properties=species:S:1:pos:R:3:nbo_charge:R:1
C -0.5877 0.8360 -2.3482 -0.16
C -0.7421 -0.5506 -2.6503 -0.09
C 0.5694 -1.1116 -2.7799 -0.12
C -2.0087 -1.2551 -2.8854 -0.67
C 1.5293 -0.0811 -2.5097 -0.13
C 0.8171 1.1247 -2.3081 -0.07
C 1.4586 2.4393 -2.0936 -0.63
C -1.6647 1.8426 -2.2862 -0.63
C 0.8677 -2.5262 -3.0860 -0.63
C 2.9866 -0.2418 -2.2904 -0.62
Ti -0.5049 -0.2322 0.6920 1.57
Cl -2.8059 -3.4015 -0.3351 -0.95
Cl -2.7155 -0.0123 0.6349 -0.37
Cl 0.9281 -1.9079 0.1789 -0.39
H -2.8441 -0.5997 -2.6554 0.19
H -2.1219 -2.1315 -2.2226 0.28
H -2.0977 -1.5749 -3.9294 0.17
H 0.0725 -3.1676 -2.6774 0.23
H 1.8334 -2.8252 -2.6509 0.19
H 0.9230 -2.7115 -4.1736 0.17
H 3.1765 -1.1341 -1.6820 0.20
H 3.3591 0.6321 -1.7460 0.19
H 3.5706 -0.3202 -3.2166 0.17
H 2.3584 2.3073 -1.4774 0.19
H 0.7781 3.1404 -1.5999 0.19
H 1.7876 2.9083 -3.0367 0.17
H -2.5709 1.4133 -1.8565 0.21
H -1.9217 2.2310 -3.2833 0.17
H -1.3679 2.6984 -1.6725 0.19
O 0.3179 1.4119 0.6521 -0.95
H 0.1059 2.0966 1.3174 0.48
F -0.5644 0.3824 7.6591 -0.31
C -0.3858 0.2329 6.3379 0.22
C -0.8671 1.2223 5.4754 0.31
F -1.5329 2.2795 5.9717 -0.31
C -0.6945 1.0966 4.1241 0.27
F -1.1412 2.0668 3.2668 -0.30
C -0.1945 -0.1217 3.6545 0.23
O -0.4951 -0.5223 2.4340 -0.67
C 0.4188 -1.0514 4.5061 0.29
F 1.0278 -2.1281 3.9579 -0.28
C 0.2633 -0.9049 5.8608 0.27
F 0.6794 -1.8491 6.7298 -0.30
```

Computed properties:
HOMO in eV: 0.011
Total charge: -2
E in Ha: -3499.2825
HOMO-LUMO gap in eV: 3.9



# 6
The following is a quantum chemistry calculation of a structure of composition C16H16ClF2N3O6Si2, from OMol25.

```
46
Properties=species:S:1:pos:R:3:nbo_charge:R:1
C 3.0139 3.5453 -0.5040 -1.15
Si 2.5416 3.8391 -2.2697 1.58
Cl 3.0921 5.7819 -2.7585 -0.38
O 0.8740 3.7703 -2.5542 -1.22
Si 0.1056 2.3552 -2.4450 2.36
O 0.7266 1.4207 -1.1920 -0.80
C 1.1888 0.2792 -1.5669 0.52
N 1.7821 -0.6693 -1.8362 -0.37
O 0.0297 1.5134 -3.8480 -0.81
N 1.0574 1.8206 -4.8476 0.44
O 0.7030 2.6291 -5.5740 -0.16
N -1.5862 2.7015 -2.0008 -0.94
C -2.1977 3.4736 -3.0275 0.96
O -2.2222 4.6454 -3.1585 -0.50
F -2.7807 2.6796 -3.8715 -0.28
C -1.6494 3.3455 -0.7347 0.97
O -1.9930 2.8080 0.2661 -0.50
F -1.2571 4.5932 -0.7094 -0.29
H 3.1945 2.4844 -0.3852 0.25
H 3.9310 4.0399 -0.2311 0.27
H 2.2419 3.8178 0.1993 0.26
H 3.2820 2.9882 -3.2142 -0.19
C -2.1071 -0.2921 1.4739 -0.24
C -2.1343 -1.6447 1.7713 -0.20
C -3.2550 -2.2033 2.3689 -0.22
C -4.3526 -1.4042 2.6613 -0.21
C -4.3252 -0.0495 2.3570 -0.24
C -3.1990 0.5067 1.7643 -0.15
H -1.2303 0.1427 1.0092 0.20
H -1.2792 -2.2662 1.5384 0.21
H -3.2739 -3.2590 2.6066 0.21
H -5.2296 -1.8381 3.1240 0.21
H -5.1822 0.5725 2.5804 0.21
H -3.1691 1.5576 1.5283 0.22
C 1.7141 -3.7999 0.6266 -0.22
C 3.0395 -3.8525 1.0335 -0.21
C 3.3799 -4.5242 2.1992 -0.21
C 2.3961 -5.1482 2.9543 -0.21
C 1.0713 -5.0979 2.5456 -0.22
C 0.7315 -4.4229 1.3816 -0.21
H 1.4425 -3.2732 -0.2796 0.22
H 3.8061 -3.3689 0.4424 0.21
H 4.4127 -4.5611 2.5205 0.21
H 2.6629 -5.6736 3.8619 0.21
H 0.3043 -5.5846 3.1338 0.21
H -0.3013 -4.3782 1.0600 0.21
```

Computed properties:
HOMO in eV: -9.208
Total charge: 0
E in Ha: -2474.0704
HOMO-LUMO gap in eV: 7.8



In the order shown, the computed F_max values come out to 2.09; 0.59; 15.58; 15.81; 3.44; 1.84 eV Å⁻¹.